Entry 1:
ORCA calculation (ωB97M-V/def2-TZVPD) on a structure of composition C37H36AuBrNO3Sb2.

XYZ file:
```
81
Properties=species:S:1:pos:R:3:forces:R:3
Au 2.927499 0.160311 1.400001 -0.602 -0.422 -0.709
N 3.119833 2.303446 4.725394 0.423 -0.144 0.311
C 2.554662 2.510587 3.522306 -0.376 0.325 0.135
O 1.364519 2.316285 3.338185 -0.172 -0.161 -0.327
C 3.484872 2.976985 2.428504 -0.188 -0.081 -0.087
C 4.127641 1.781150 1.737094 -0.013 0.371 -0.709
H 2.558709 1.964940 5.489820 -0.051 -0.004 -0.073
H 4.110131 2.398924 4.863122 -0.028 0.097 0.068
H 4.256459 3.624675 2.854464 0.055 -0.016 -0.088
H 2.912609 3.565536 1.712901 -0.121 -0.021 0.107
H 4.936159 1.401788 2.370797 -0.033 -0.409 -0.062
H 4.574929 2.110933 0.800779 0.149 -0.043 0.032
C -0.085206 2.936775 0.239286 -0.408 -0.256 0.103
C -0.571962 2.351830 -1.068419 0.417 -0.526 0.114
C 0.521370 1.795562 -1.977957 0.247 0.910 0.845
Sb 1.469993 -0.128851 -1.300440 -0.566 -0.695 -0.637
C 2.390578 -0.631042 -3.166178 0.283 0.134 0.626
C 1.794599 -1.552160 -4.016278 -0.230 -0.129 0.236
C 2.398347 -1.855786 -5.226662 0.021 0.037 -0.070
C 3.609630 -1.270916 -5.569313 -0.045 0.030 0.072
C 4.216471 -0.371796 -4.703282 0.039 0.020 -0.074
C 3.604028 -0.042391 -3.504553 -0.015 0.117 0.123
C -0.422583 -1.130214 -1.297496 0.328 -0.117 0.421
C -1.241549 -0.983963 -2.412786 0.212 0.283 -0.176
C -2.506641 -1.549469 -2.425246 -0.081 -0.003 0.023
C -2.968084 -2.253011 -1.321192 0.075 0.031 0.005
C -2.150337 -2.401569 -0.211791 -0.081 -0.007 0.002
C -0.882365 -1.840394 -0.198949 0.064 -0.069 0.081
Sb -1.723781 3.609651 1.526314 -0.160 0.859 0.289
C -2.383225 1.760834 2.403715 0.252 0.338 -0.685
C -1.509483 0.700677 2.593068 -0.043 -0.219 0.017
C -1.982283 -0.502278 3.102315 0.109 0.028 0.060
C -3.319053 -0.636768 3.441493 -0.022 -0.076 -0.012
C -4.191562 0.427588 3.258123 -0.037 0.073 0.096
C -3.723967 1.631738 2.750332 0.023 -0.198 0.043
C -3.321770 3.791238 0.039843 0.761 -0.676 0.544
C -3.901589 2.632757 -0.472994 -0.192 0.193 -0.255
C -4.901920 2.727127 -1.432067 0.043 -0.147 0.075
C -5.327946 3.972456 -1.870603 -0.015 0.063 -0.039
C -4.758470 5.125209 -1.350444 -0.003 0.059 0.005
C -3.754414 5.036375 -0.393700 0.026 -0.005 -0.027
H 0.570298 3.790637 0.063561 -0.011 0.061 0.103
H 0.461925 2.212157 0.845200 0.107 -0.058 0.052
H -1.084291 3.147468 -1.620125 -0.098 -0.199 -0.212
H -1.297159 1.554547 -0.879656 -0.142 0.138 -0.083
H 1.315603 2.524426 -2.132742 0.128 -0.072 -0.037
H 0.093973 1.520907 -2.945260 0.363 -0.553 -0.028
H 0.867547 -2.034649 -3.733586 0.019 -0.073 -0.054
H 1.924678 -2.557332 -5.899717 -0.011 -0.019 0.010
H 4.081536 -1.516898 -6.510700 0.014 -0.019 0.005
H 5.170349 0.067966 -4.961287 -0.014 0.041 0.002
H 4.074688 0.666430 -2.833005 0.075 -0.004 -0.043
H -0.899349 -0.426974 -3.277248 -0.084 -0.032 -0.043
H -3.136981 -1.429334 -3.295980 0.018 -0.001 -0.026
H -3.962984 -2.677042 -1.326665 0.005 -0.023 -0.004
H -2.498765 -2.944543 0.656434 -0.014 0.008 0.006
H -0.263081 -1.960204 0.675452 -0.040 0.038 0.124
H -0.452322 0.805981 2.375133 0.001 0.016 -0.052
H -1.295503 -1.328974 3.238204 -0.002 -0.038 0.078
H -3.679999 -1.563762 3.867705 -0.028 -0.034 -0.060
H -5.236875 0.317977 3.515727 -0.008 0.024 0.044
H -4.404456 2.465856 2.624403 -0.049 -0.037 -0.068
H -3.579711 1.657020 -0.127149 -0.037 -0.008 0.015
H -5.350851 1.824705 -1.828704 -0.029 0.018 -0.026
H -6.106570 4.046678 -2.618095 -0.023 -0.003 0.004
H -5.098666 6.096809 -1.684268 -0.008 0.003 -0.015
H -3.311455 5.938456 0.013072 -0.030 0.014 -0.010
Br 1.694827 -8.472613 2.279524 0.042 0.195 -0.068
C 1.858717 -6.662228 1.744691 -0.070 -0.209 0.077
C 1.426235 -5.664137 2.606261 0.040 -0.029 -0.034
C 1.544653 -4.344542 2.211844 0.050 0.086 0.009
C 2.059647 -4.029739 0.956906 0.020 0.092 0.008
C 2.488058 -5.042967 0.105176 -0.006 0.082 -0.021
C 2.399964 -6.364624 0.502740 0.027 -0.022 -0.014
C 2.135275 -2.602325 0.528081 -0.030 -0.739 0.232
O 2.342791 -2.345318 -0.676546 -0.135 1.175 -0.485
O 1.932460 -1.724695 1.418643 0.016 0.674 0.232
H 1.012492 -5.919217 3.571306 0.008 -0.003 0.002
H 1.246252 -3.546796 2.877119 -0.060 -0.005 0.010
H 2.902849 -4.787583 -0.859761 -0.025 -0.012 -0.035
H 2.749354 -7.156292 -0.144198 -0.028 -0.022 0.003
```
Forces are in eV/Å.

Output
Net charge: +1
Energy: -4901.8845 Eh
ΔE to the lowest compared entry with this formula, charge and spin: 69.5 kcal/mol
Max |F|: 1.278 eV/A
HOMO energy: -10.01 eV
Kohn-Sham gap: 3.659 eV

***

Entry 2:
ORCA calculation (ωB97M-V/def2-TZVPD) on a cluster of 4 separate species, C37H36BClF3IN3O5PS2 in total.

XYZ file:
```
90
Properties=species:S:1:pos:R:3:forces:R:3
C 5.309544 -0.101168 2.898010 0.366 -0.411 0.720
O 4.670241 -1.110424 2.084933 -0.173 1.120 -0.220
B 3.844779 -0.538248 1.145577 -0.278 -0.393 -0.576
O 3.294209 0.719004 1.312813 0.945 0.021 0.257
C 3.520941 -1.320238 -0.213627 0.467 0.189 0.940
C 4.558483 -1.711201 -1.076884 -0.356 0.389 0.579
C 5.985197 -1.402911 -0.639250 0.175 -0.581 -0.571
C 7.080677 -2.054387 -1.509691 -0.010 -0.198 1.199
C 8.397997 -2.244477 -0.707622 -0.142 0.259 0.013
I 7.393948 -0.985117 -3.351025 -0.018 -0.202 0.157
C 4.217092 -2.358019 -2.248546 1.123 -0.043 0.013
C 2.901055 -2.624094 -2.536999 -0.119 -0.355 -0.751
Cl 2.550396 -3.488626 -4.016734 0.061 0.113 0.164
C 1.864053 -2.265453 -1.701395 0.031 -0.248 -0.599
C 2.204800 -1.605858 -0.531016 -0.987 0.133 0.024
S 0.905821 -1.148321 0.609776 0.062 -0.266 -0.316
C -0.502757 -1.051149 -0.488094 1.765 -0.050 1.029
C -1.553211 -0.242680 -0.090484 -0.549 -0.426 0.200
S -1.421410 0.637431 1.462546 0.271 0.408 0.178
C -2.679682 -0.154263 -0.908824 -0.133 0.635 0.245
C -3.812678 0.719201 -0.384134 -0.188 -0.906 -0.352
O -4.618394 -0.064382 0.545697 0.407 0.402 0.225
N -5.163646 -1.172816 -0.079220 0.252 -0.307 0.050
O -5.198400 -2.083066 0.658284 -0.416 0.197 -0.102
C -2.713598 -0.848914 -2.131632 -1.038 0.485 0.408
C -3.956934 -0.734510 -3.019298 0.468 -0.551 0.024
C -4.922422 -1.933576 -2.983234 -0.410 -0.224 -1.031
N -5.629209 -2.248289 -3.993364 0.191 0.735 0.654
C -1.625710 -1.642503 -2.486308 0.493 -0.206 -0.893
P -1.631616 -2.573652 -4.080758 -0.338 -1.032 0.109
O -2.910931 -3.269159 -4.350731 -0.165 0.291 -0.142
C -0.500900 -1.764240 -1.664717 -0.896 0.105 -0.776
N 0.541870 -2.641225 -2.105174 0.130 0.324 1.501
H 5.754681 0.682191 2.275917 -0.229 -0.038 0.128
H 6.124549 -0.565939 3.465339 -0.211 -0.151 -0.255
H 4.616215 0.321403 3.631018 0.023 0.072 -0.321
H 3.691465 1.373761 0.720450 -0.558 0.093 -0.056
H 6.134316 -0.319076 -0.533473 0.041 -0.181 -0.092
H 6.118842 -1.843809 0.356684 -0.118 0.155 -0.156
H 6.721952 -3.064077 -1.731204 0.044 0.314 -0.505
H 9.200952 -1.588346 -1.052229 -0.051 -0.259 -0.008
H 8.238281 -2.014597 0.354737 -0.064 0.020 -0.245
H 8.707228 -3.294498 -0.740813 0.160 0.281 -0.210
H 5.008355 -2.670983 -2.923386 -0.371 -0.007 -0.099
H -1.997511 -0.180449 2.372788 -0.023 -0.192 -0.587
H -4.429690 1.168848 -1.159132 -0.015 -0.343 0.032
H -3.435593 1.523077 0.230321 0.116 -0.277 -0.002
H -3.604426 -0.617502 -4.054721 -0.280 -0.137 0.125
H -4.537979 0.163656 -2.798250 0.208 -0.124 0.107
H -5.055904 -2.564861 -2.103026 0.419 0.309 0.021
H -5.409799 -1.567739 -4.728655 -0.168 -0.341 -0.253
H -1.228234 -1.697879 -5.125944 0.146 0.104 0.443
H -0.604173 -3.534395 -3.996954 0.153 0.600 -0.033
H 0.353888 -3.563934 -1.708527 -0.022 -0.055 -0.323
F -4.277344 3.259914 -0.409285 -0.196 0.796 -0.044
C -5.296085 3.975189 0.121263 -0.279 0.244 0.138
C -5.067467 5.275467 0.522616 0.253 0.104 -0.035
C -6.115395 6.007163 1.062224 -0.106 -0.146 -0.011
C -7.369409 5.427032 1.201505 -0.048 0.053 0.032
C -7.578468 4.115774 0.796308 0.099 0.131 0.012
C -6.536460 3.383058 0.246602 -0.009 -0.272 -0.096
H -4.080606 5.706117 0.412581 -0.004 -0.029 -0.020
H -5.953248 7.030241 1.374695 0.028 -0.018 -0.001
H -8.184219 5.998534 1.626581 0.011 -0.014 -0.008
H -8.554139 3.661950 0.908474 0.020 -0.016 -0.024
H -6.682029 2.361824 -0.082291 0.027 0.001 0.029
F 3.572764 3.293828 -0.138458 0.136 -0.060 0.015
C 2.439440 3.883886 -0.587701 -0.423 0.170 -0.142
C 2.217876 3.962103 -1.946981 0.217 -0.139 -0.176
C 1.053154 4.561227 -2.404675 -0.053 0.040 0.174
C 0.135940 5.079571 -1.499894 -0.062 0.022 -0.032
C 0.380085 4.994513 -0.135537 0.042 -0.034 -0.174
C 1.538464 4.387423 0.327168 0.078 -0.028 0.302
H 2.949133 3.558130 -2.635286 -0.001 -0.016 0.030
H 0.861555 4.623695 -3.467670 0.035 -0.005 0.006
H -0.770203 5.549861 -1.859573 0.013 -0.011 0.008
H -0.332337 5.401119 0.570068 0.019 -0.033 0.019
H 1.743190 4.302575 1.386487 0.020 -0.022 -0.020
F -0.547994 -0.760973 4.666684 -0.019 0.035 -0.013
C -0.309275 -2.075425 4.852301 0.064 -0.348 0.046
C 0.866889 -2.620631 4.377345 0.216 0.193 -0.144
C 1.112406 -3.971661 4.572787 -0.177 -0.019 0.088
C 0.176976 -4.760160 5.230223 0.022 -0.081 0.004
C -1.002688 -4.196146 5.697170 0.147 0.025 -0.074
C -1.248036 -2.842707 5.512694 -0.220 0.099 0.074
H 1.580169 -1.991531 3.860108 -0.034 0.025 0.008
H 2.033578 -4.409436 4.211148 -0.007 0.034 -0.020
H 0.368371 -5.815163 5.378147 -0.010 0.017 -0.001
H -1.733753 -4.810732 6.205752 -0.002 0.031 0.006
H -2.157855 -2.383151 5.876602 0.014 0.019 -0.029
```
Forces are in eV/Å.

Output
Net charge: 0
Energy: -4192.0166 Eh
Max |F|: 2.044 eV/A
HOMO energy: -8.21 eV
Structure (SMILES): [H]/N=C\Cc1c(CON=O)c(S)c2c(c1[PH2]=O)Nc1c(Cl)cc(C[C@H](C)I)c(B(O)OC)c1S2.Fc1ccccc1.Fc1ccccc1.Fc1ccccc1
Kohn-Sham gap: 8.212 eV

***

Q: Among the records above, which one has the highest max |F|?
A: C37H36BClF3IN3O5PS2

***

Q: Among the records above, which one has the highest max |F|?
A: C37H36BClF3IN3O5PS2

***

Q: Which value of HOMO energy does entry 2 give?
A: -8.21 eV